ORCA calculation (ωB97M-V/def2-TZVPD) on C22H31CoN2O3P2 as an isolated structure.

Geometry as XYZ:
```
61
Properties=species:S:1:pos:R:3:forces:R:3
Co 0.3542 -0.1112 -0.1094 0.22 0.52 -1.45
P 2.5493 0.2558 -0.7818 -0.12 0.15 0.43
P 0.5778 1.8921 1.0251 0.46 -0.32 0.12
O -0.6664 -3.3908 1.7770 0.14 -0.16 -0.10
O 0.2534 -1.3853 1.3494 -0.12 -0.07 0.70
O -1.6910 0.4465 -0.1450 -0.03 0.13 0.06
N 0.2223 -1.8856 -1.2334 0.40 0.43 0.56
N -2.8026 -1.3871 0.5739 0.21 -0.07 0.09
C 0.8109 -4.4330 -2.1344 -0.03 0.03 0.07
C -3.5095 0.7648 1.4032 -0.10 -0.04 -0.09
C 2.3674 2.2303 1.1623 -0.11 -0.05 0.03
C 3.7282 -1.1359 -0.8081 -0.31 -0.07 0.04
C -4.9924 -0.0169 -0.6021 0.00 -0.11 0.09
C 2.8733 3.2410 1.9761 0.01 0.02 -0.01
C 0.4439 -4.2241 -0.8148 -0.08 -0.06 -0.14
C -0.0376 1.9260 2.7396 -0.02 -0.26 -0.17
C 5.1141 2.6448 1.3509 0.01 -0.04 -0.03
C -4.7391 -1.5137 -0.8794 0.19 0.10 -0.03
C -0.1260 -2.5798 1.0543 0.05 0.23 0.08
C 3.2461 1.4457 0.4145 0.00 -0.09 -0.07
C -2.5460 -0.0568 0.5957 -0.12 -0.19 0.02
C 4.2390 3.4517 2.0656 -0.03 0.01 0.03
C 4.6193 1.6505 0.5229 0.03 0.05 0.01
C 0.8518 -3.3486 -3.0021 -0.07 0.01 -0.04
C -0.0715 3.4475 0.3248 -0.09 -0.38 -0.14
C -3.2681 -1.9190 -0.7136 -0.25 0.02 -0.07
C 0.5310 -2.0960 -2.5159 -0.12 0.07 -0.13
C -4.9327 0.4108 0.8871 0.05 0.07 -0.16
C 0.1791 -2.9310 -0.3976 -0.07 0.05 0.08
C 2.9041 1.1239 -2.3552 -0.27 -0.20 0.10
H -3.1419 -3.0005 -0.7312 0.06 0.01 -0.01
H -3.4116 0.5361 2.4669 0.01 0.03 0.01
H 0.4335 2.7228 3.3116 -0.02 0.04 -0.01
H -1.1477 3.3526 0.1799 0.00 0.04 0.01
H -5.0585 -1.7558 -1.8953 -0.03 -0.02 0.02
H 4.6229 4.2410 2.6980 0.00 -0.01 0.01
H -5.3722 -0.3791 1.4994 0.01 0.00 0.03
H 0.1605 0.9646 3.2132 0.02 0.00 -0.02
H 4.6659 -0.8541 -1.2842 0.02 0.03 0.02
H -4.2865 0.5849 -1.1855 -0.06 0.04 -0.04
H 3.2844 -1.9627 -1.3650 0.03 0.01 -0.03
H 2.2019 3.8729 2.5448 0.01 -0.01 0.02
H -3.3855 -1.6977 1.3396 -0.05 0.01 0.01
H 0.3964 3.6360 -0.6409 -0.01 0.04 0.00
H -5.3567 -2.1064 -0.1981 -0.01 -0.04 -0.03
H 3.9136 -1.4737 0.2109 -0.02 0.00 0.00
H 2.3308 2.0498 -2.3918 0.01 0.00 -0.04
H 3.9666 1.3576 -2.4050 0.02 0.00 -0.03
H 1.1252 -3.4681 -4.0410 -0.03 0.00 0.00
H 1.0564 -5.4257 -2.4875 0.01 0.00 0.00
H 0.3655 -5.0328 -0.1021 0.01 0.04 0.05
H -3.2940 1.8205 1.2457 0.08 -0.01 0.05
H 6.1820 2.7955 1.4355 0.00 0.00 -0.01
H -2.6564 -1.4770 -1.4994 0.05 -0.05 0.03
H 0.5057 -1.2306 -3.1684 0.08 0.01 0.03
H 0.1425 4.2739 1.0009 0.00 0.02 0.00
H 5.3111 1.0360 -0.0397 0.00 0.01 -0.01
H -1.1144 2.0914 2.7199 -0.04 -0.01 0.01
H 2.6253 0.4993 -3.2046 0.03 0.02 -0.02
H -5.9862 0.2221 -0.9806 0.01 0.03 0.01
H -5.5610 1.2908 1.0244 -0.01 -0.02 0.04
```
Positions in Å, forces in eV/Å.

## Properties
Frontier orbital gap (spin up / spin down) = 8.530 / 9.095 eV
Total energy = -3257.5177 hartree
Net charge = +1
E_LUMO (spin up / spin down) = -3.0 / -2.4 eV
Expectation value of S² = 0.8497
Multiplicity = 2

Results of the natural (NBO) charge analysis, in e, for atoms 1 through 2: 0.929, 0.945